This record from OMol25 describes a structure of composition C6H8CuMgO6 in a non-equilibrium geometry. The level of theory is wB97M-V/def2-TZVPD.

The geometry in XYZ format:
```
22
Properties=species:S:1:pos:R:3:forces:R:3
Cu -1.0815 -2.1352 -2.8574 0.475 0.506 1.282
Mg -2.6999 -0.4931 0.2291 1.653 2.054 0.349
O -0.6195 1.3146 1.9394 0.105 -0.325 -0.764
O -2.1491 1.5596 -0.0266 -0.276 -1.904 -0.105
O 0.0506 0.0621 0.1777 0.056 0.175 0.246
O 0.6902 -1.2437 -1.5689 -0.488 -0.009 -0.698
O -1.3380 -1.5799 -0.6862 -1.339 -0.458 -1.156
O 0.5288 -2.1736 0.4533 -0.399 -0.157 -0.024
C -0.9004 0.3409 1.0960 -0.786 -0.625 0.362
C -0.0866 -1.2699 -0.3869 0.792 0.448 0.306
C 1.9248 -2.1071 0.1892 0.356 0.070 0.122
C 1.9659 -1.8465 -1.3191 0.461 -0.146 0.020
C -0.4000 2.5604 1.2352 0.084 0.326 -0.024
C -1.7135 2.7837 0.4679 -0.233 0.295 0.027
H 0.4529 2.4580 0.5530 -0.154 0.071 0.237
H 2.7620 -1.1549 -1.6146 -0.209 -0.174 0.050
H 2.0357 -2.7731 -1.9026 0.039 0.212 0.153
H -1.4969 3.4878 -0.3561 -0.208 -0.151 0.270
H -0.2231 3.3307 1.9930 0.071 -0.237 -0.230
H 2.3799 -3.0583 0.4785 -0.134 0.227 -0.052
H 2.3827 -1.2866 0.7596 -0.122 -0.196 -0.155
H -2.4651 3.2239 1.1464 0.255 -0.005 -0.217
```
Forces are in eV/Å.

Orbital gap   6.46 eV
Energy above the lowest of the compared OMol25 structures with the same formula, charge and spin   43.77 kcal/mol
Multiplicity   1
E   -2525.136890 a.u.
Net charge   +1

Löwdin population analysis, charges in e, atoms 1 to 2: 0.7585 1.1775

---

This record from OMol25 describes the molecule C6H8F2 in a non-equilibrium geometry. The level of theory is wB97M-V/def2-TZVPD.

The geometry in XYZ format:
```
16
Properties=species:S:1:pos:R:3:forces:R:3
F 0.6187 -2.9941 -0.5843 -0.464 -0.517 -0.210
F 0.5141 2.3790 -0.3049 0.007 0.746 -0.259
C 0.5509 -1.8734 0.1819 0.565 2.530 0.894
C -0.6993 0.3776 -0.1834 0.916 -0.449 0.550
C 1.1611 0.9832 1.3816 1.119 0.449 1.442
C -1.9542 1.0377 -0.6310 0.342 0.221 0.446
C 0.3738 1.2344 0.3718 -0.877 -0.805 -0.922
C -0.6032 -0.9466 -0.1716 0.186 -1.138 -0.605
H 0.5187 -2.0977 1.2642 -0.096 -0.507 -0.471
H -2.6918 0.2851 -0.9359 0.075 0.474 0.180
H 1.4885 -1.2976 0.0339 -0.303 -0.365 0.042
H -1.7216 1.7229 -1.4353 -0.213 0.182 -0.299
H -1.4807 -1.4376 -0.5630 -0.127 -0.484 0.008
H 1.8717 1.7540 1.7104 -0.230 -0.451 -0.287
H -2.2461 1.6356 0.2376 -0.717 0.037 -0.303
H 1.0917 0.0942 1.9949 -0.184 0.078 -0.207
```
Forces are in eV/Å.

Orbital gap   10.33 eV
Energy above the lowest of the compared OMol25 structures with the same formula, charge and spin   14.71 kcal/mol
Multiplicity   1
SMILES   C=C(F)/C(C)=C\CF
E   -433.099592 a.u.
Net charge   0

Löwdin population analysis, charges in e, atoms 1 to 2: -0.0254 0.0672

---

This record from OMol25 describes a structure of composition C6H8FN3O3 in a non-equilibrium geometry. The level of theory is wB97M-V/def2-TZVPD.

The geometry in XYZ format:
```
21
Properties=species:S:1:pos:R:3:forces:R:3
F 0.2958 -2.2132 -0.7512 -0.036 -0.652 -0.327
O 3.1819 -1.1007 -0.3108 -3.956 -0.524 1.796
O -2.5237 0.0683 -0.0625 0.177 -2.807 -6.051
O 1.7118 -1.4416 1.4329 3.104 -0.125 -4.146
N 0.3499 0.8606 0.8436 -0.098 -2.268 -1.853
N 2.0954 -0.9342 0.2927 1.861 1.589 3.358
N 1.9482 1.2187 -0.7632 -2.860 1.797 0.393
C -0.5555 -0.1986 1.3075 -0.316 -1.926 -0.846
C -0.6892 -1.3322 -1.0454 -0.535 3.271 -1.774
C 0.0741 2.1143 0.4116 2.318 1.872 -3.423
C 1.3683 0.3772 0.0310 1.874 -0.333 0.303
C -1.4674 -0.9692 0.1875 0.275 3.121 0.929
C 1.0941 2.3729 -0.6419 -0.508 -2.537 2.179
H -0.2542 -0.3337 -1.4978 -0.434 -1.886 0.791
H -2.8056 -0.1608 -1.2352 0.980 1.311 5.511
H -1.3826 -1.6763 -1.8397 0.438 -0.497 0.380
H -1.2877 0.2123 1.9279 -0.825 0.627 1.405
H 0.1825 -0.9024 1.7473 -1.748 0.507 0.249
H 1.3667 3.1451 -1.3460 -0.577 0.536 0.598
H -1.9511 -1.8698 0.5356 0.026 -0.150 0.821
H -0.7518 2.7635 0.7761 0.839 -0.926 -0.292
```
Forces are in eV/Å.

Orbital gap   8.28 eV
Energy above the lowest of the compared OMol25 structures with the same formula, charge and spin   76.97 kcal/mol
Multiplicity   1
E   -723.041037 a.u.
Net charge   0

Löwdin population analysis, charges in e, atoms 1 to 2: 0.0110 0.0998

---

This record from OMol25 describes a cluster of 2 separate species, C6H8FNO2 in total in a non-equilibrium geometry. The level of theory is wB97M-V/def2-TZVPD.

The geometry in XYZ format:
```
18
Properties=species:S:1:pos:R:3:forces:R:3
F -3.1204 0.9603 -0.4864 -0.162 -0.797 0.547
O 1.7877 -1.0195 -1.3743 0.711 -2.041 0.556
O 1.3079 0.9175 -2.0176 -0.264 2.537 -1.207
N 1.1858 0.0192 -1.2312 0.779 -0.538 -1.027
C 2.4997 0.2808 1.6444 -0.176 3.083 2.586
C -1.8462 0.5176 -0.8712 -0.929 -1.140 3.576
C -0.8250 0.8392 0.2416 0.176 0.000 0.351
C 0.3650 0.1573 -0.1737 -2.299 -1.225 2.127
C -0.6666 -0.6980 0.5118 1.599 0.892 -0.581
C -1.6348 -1.0527 -0.6075 -1.947 -1.227 -0.436
H -0.3701 -1.2151 1.4218 -0.408 0.050 -0.146
H -2.6661 -1.5436 -0.3550 1.796 1.259 0.135
H 2.1089 -0.0668 2.5923 -0.146 -0.397 -0.145
H -1.7732 1.0683 -1.7062 1.244 1.021 -3.666
H 2.9700 -0.3982 1.0130 0.736 -0.696 -1.203
H 2.6709 1.4148 1.7256 -0.056 -1.978 -0.864
H -1.2220 -1.8216 -1.3225 -0.193 1.399 0.098
H -0.7715 1.6405 0.9952 -0.460 -0.203 -0.700
```
Forces are in eV/Å.

Orbital gap (alpha / beta)   9.41 / 8.05 eV
Energy above the lowest of the compared OMol25 structures with the same formula, charge and spin   129.33 kcal/mol
Multiplicity   3
E   -538.162098 a.u.
Net charge   0

Löwdin population analysis, charges in e, atoms 1 to 2: -0.0216 0.0792

---

This record from OMol25 describes a structure of composition C6H8HgO6 in a non-equilibrium geometry. The level of theory is wB97M-V/def2-TZVPD.

The geometry in XYZ format:
```
21
Properties=species:S:1:pos:R:3:forces:R:3
Hg -0.8315 2.1689 -6.5323 0.625 -0.454 1.581
O 1.0407 -2.2835 4.5689 1.809 -0.052 -2.463
O 0.3886 0.7978 -2.4398 0.682 -0.236 0.805
O -1.2589 1.0083 -3.9614 0.232 -0.409 0.275
O 2.1520 -0.3227 4.3389 0.382 1.034 -3.513
O 0.7703 1.7699 -4.3872 0.634 0.026 -0.657
O 0.8818 -0.5910 2.4377 -0.717 0.497 -0.196
C 0.1452 0.0427 -0.1971 0.338 0.130 0.064
C -0.0534 1.1714 -3.6533 -2.066 0.979 -1.352
C -0.5729 0.3342 -1.5015 -0.415 -0.015 -0.463
C 1.6795 -1.4402 4.0774 -2.886 1.180 4.607
C -0.8443 -0.4689 0.8375 -0.767 0.371 0.013
C -0.3322 -0.7677 2.1589 1.349 -0.993 -0.577
H -1.3477 1.1008 -1.3556 0.106 -0.181 -0.077
H 0.9276 -0.7097 -0.3661 -0.135 0.184 0.061
H -1.0596 -0.5736 -1.8869 0.022 0.218 0.064
H -0.9181 -1.3654 2.8707 -0.162 0.282 0.031
H 0.6339 0.9552 0.1706 -0.067 -0.192 -0.129
H 1.6575 0.3334 3.2647 0.960 -2.492 2.102
H -1.6837 0.2305 1.0305 -0.003 -0.059 -0.245
H -1.3748 -1.3905 0.5258 0.079 0.180 0.068
```
Forces are in eV/Å.

Orbital gap (alpha / beta)   5.97 / 5.52 eV
Energy above the lowest of the compared OMol25 structures with the same formula, charge and spin   50.34 kcal/mol
Multiplicity   2
E   -837.869561 a.u.
Net charge   +1

Löwdin population analysis, charges in e, atoms 1 to 2: 0.9213 0.3046

---

This record from OMol25 describes a cluster of 2 separate species, C6H8IN2 in total in a non-equilibrium geometry. The level of theory is wB97M-V/def2-TZVPD.

The geometry in XYZ format:
```
17
Properties=species:S:1:pos:R:3:forces:R:3
I 3.9430 -0.1041 0.0050 1.934 -1.558 0.182
N 2.4147 1.0722 0.2273 -4.225 0.410 -2.930
N -0.5036 0.6079 0.1466 -0.984 -2.479 -0.624
C -1.6199 -0.1816 0.2132 1.262 -1.957 0.355
C 0.6539 -0.0242 -0.1083 3.489 0.277 1.702
C -0.8097 2.0158 0.0406 2.292 1.097 -1.656
C 0.8717 -1.4500 -0.0780 -2.911 3.985 0.962
C -1.4953 -1.5895 0.1925 1.628 3.051 0.298
C -0.2541 -2.2303 0.1685 0.941 -0.698 -2.548
H 1.8704 -1.7325 -0.1146 1.501 -1.001 -0.325
H 0.1633 2.4632 -0.1552 -0.049 0.695 1.013
H 2.4739 1.5099 -0.7621 -0.739 -0.297 1.968
H -1.4342 2.4440 0.7923 0.139 -0.084 0.957
H -2.5334 0.3831 0.2983 -0.315 -0.345 -0.090
H -0.1066 -3.3204 -0.0905 -0.679 1.096 1.178
H -2.3694 -2.0937 0.1307 -2.531 -1.772 0.156
H -1.2649 2.2303 -0.9062 -0.752 -0.422 -0.598
```
Forces are in eV/Å.

Orbital gap   7.91 eV
Energy above the lowest of the compared OMol25 structures with the same formula, charge and spin   62.39 kcal/mol
Multiplicity   1
E   -640.226105 a.u.
Net charge   +1

Löwdin population analysis, charges in e, atoms 1 to 2: 0.9628 -0.5445

---

This record from OMol25 describes a structure of composition C6H8IN2O7PtS4Sb. The level of theory is wB97M-V/def2-TZVPD.

The geometry in XYZ format:
```
30
Properties=species:S:1:pos:R:3:forces:R:3
Pt 0.2300 -0.1580 -0.4352 -0.062 -0.150 -0.396
I -2.0748 -0.8129 4.9641 -0.025 0.037 -0.006
Sb 0.0497 1.5539 2.4151 0.110 -0.084 0.137
S 1.9465 0.9219 0.9759 -0.086 0.004 0.065
S 0.1438 -2.8591 -1.3435 -0.231 -0.037 -0.053
S -0.2083 3.8023 2.2404 -0.008 0.017 -0.087
S -1.4955 0.3629 0.9967 -0.015 0.002 0.025
O 0.7548 -1.1953 2.9592 0.058 -0.010 0.022
O 1.1566 -2.0037 -0.4969 0.165 0.325 0.203
O -1.7946 1.0878 -2.8286 0.031 -0.058 0.040
O -0.8504 -1.8078 -1.7338 0.150 -0.057 0.063
O 0.8458 -3.4370 -2.4572 -0.054 -0.013 -0.019
O 2.1839 2.4875 -1.1334 -0.065 -0.013 -0.074
O -0.4217 -3.8232 -0.4047 -0.033 -0.018 -0.025
N -0.4089 -3.0356 2.2982 -0.065 -0.048 -0.037
N 0.2759 1.4048 -1.8470 0.016 0.028 0.003
C 0.9420 3.3688 -3.0040 -0.094 0.003 -0.058
C -0.3358 2.8417 -3.6441 0.075 0.011 0.004
C -0.5835 -2.2872 4.5827 -0.034 -0.106 0.055
C -0.7439 1.6677 -2.7585 -0.098 0.050 -0.061
C 1.2290 2.3779 -1.8903 0.183 0.010 0.221
C -0.0187 -2.1212 3.1862 0.017 0.055 -0.163
H -1.1120 -3.7057 2.5558 0.026 -0.011 0.005
H 1.8017 3.4082 -3.6712 0.005 -0.009 -0.007
H -1.1519 3.5609 -3.6790 -0.005 -0.003 0.011
H 0.2036 -2.1152 5.3083 -0.004 0.008 0.004
H -0.1513 -3.0520 1.3035 0.035 0.080 0.119
H -0.1845 2.4621 -4.6547 -0.004 -0.006 -0.004
H -1.0575 -3.2495 4.7488 0.015 -0.004 0.018
H 0.8302 4.3549 -2.5528 -0.003 -0.004 -0.005
```
Forces are in eV/Å.

Orbital gap (alpha / beta)   7.13 / 6.02 eV
Energy above the lowest of the compared OMol25 structures with the same formula, charge and spin   0.00 kcal/mol
Multiplicity   6
E   -3119.735837 a.u.
Net charge   -1

Löwdin population analysis, charges in e, atoms 1 to 2: 0.8722 0.7784